This record from the Open Molecules 2025 dataset describes 23 unconnected molecules or ions with the total composition C138H115N23O46 in a non-equilibrium geometry. The level of theory is the ωB97M-V functional and the def2-TZVPD basis.

Geometry as XYZ:
```
322
Properties=species:S:1:pos:R:3:forces:R:3
C 5.39733 -1.78209 1.61836 -0.82 0.74 -1.20
C 4.71003 -1.46191 2.76728 0.20 -0.30 1.71
C 5.40417 -1.39559 3.99375 0.38 -0.16 -0.88
C 6.80110 -1.51509 3.93081 -2.51 0.24 0.84
C 7.43905 -1.61204 2.75410 1.98 -0.86 -1.19
C 6.76261 -1.78979 1.56872 0.61 -0.51 0.47
N 7.55602 -1.50063 5.14968 0.99 2.63 2.03
O 7.13020 -0.78560 6.10704 0.32 -1.85 -1.78
O 8.67028 -1.98241 5.12872 -0.54 -0.34 0.25
H 4.78483 -1.89761 0.73638 0.12 -0.22 -0.30
H 3.63563 -1.38471 2.68914 -0.11 -0.04 0.40
H 4.97701 -1.30224 4.98129 -0.43 0.14 -0.17
H 8.51268 -1.72127 2.71167 0.12 0.18 0.30
H 7.40440 -2.07496 0.74825 -0.56 0.24 -0.52
C -4.92507 3.18888 1.03105 -2.10 0.72 0.04
C -3.58691 2.94999 1.10563 -0.32 -0.50 1.02
C -2.75895 3.65105 0.30435 1.53 1.43 -1.94
C -3.28466 4.59357 -0.60592 -0.68 -2.44 0.80
C -4.65411 4.70200 -0.76069 -0.46 1.70 -0.34
C -5.51070 4.10506 0.12927 0.90 -1.92 1.04
N -2.41920 5.37447 -1.41604 -1.55 3.37 -3.12
O -2.85612 5.83861 -2.54009 1.19 -1.98 2.97
O -1.41562 5.80759 -0.90270 0.97 -0.55 0.00
H -5.55790 2.68581 1.74718 -0.21 -0.04 0.06
H -3.27548 2.27857 1.89214 0.52 -0.23 -0.26
H -1.69790 3.46091 0.23790 0.23 0.10 0.41
H -5.03525 5.41950 -1.47225 0.05 -0.01 -0.21
H -6.58408 4.21210 0.18220 0.00 0.31 -0.42
C -0.04292 -5.06667 -4.59746 -0.31 0.02 -0.03
C -0.33355 -6.19915 -5.37536 -0.22 -0.67 -0.04
C -0.96853 -6.19927 -6.64462 -0.20 2.32 1.39
C -1.43255 -4.92223 -7.02716 0.37 0.36 2.23
C -1.25180 -3.78175 -6.15064 0.12 -0.49 -1.41
C -0.50186 -3.82336 -4.97873 -0.73 -0.53 -1.75
N -2.22485 -4.76838 -8.23944 0.60 1.11 -1.47
O -2.81209 -3.70204 -8.39255 -0.18 -0.55 0.40
O -2.13761 -5.60927 -9.12477 -0.18 -0.07 0.97
H 0.44920 -5.05013 -3.63624 0.21 -0.92 0.07
H -0.18891 -7.16157 -4.90714 0.50 -0.11 -0.14
H -1.23337 -7.07866 -7.21290 0.24 -0.04 0.07
H -1.60568 -2.79577 -6.41335 -0.36 -0.17 -0.54
H -0.32894 -2.88408 -4.47450 0.08 -0.24 0.32
C 1.29601 -8.63121 2.37048 0.80 1.14 -0.46
C 0.36228 -8.45527 1.35848 -0.10 -0.13 -0.72
C 0.54942 -7.54634 0.29676 0.87 0.11 0.00
C 1.74695 -6.82795 0.24337 1.03 -0.77 0.78
C 2.77890 -7.13066 1.15288 -1.31 1.25 0.70
C 2.49626 -7.92131 2.26906 -0.22 0.01 -0.34
N 2.11231 -5.70350 -0.74720 -5.12 -3.86 2.86
O 1.19134 -5.08288 -1.17956 -1.23 1.45 -1.00
O 3.22986 -5.62237 -0.97404 5.72 1.38 -1.65
H 1.15019 -9.18559 3.28580 -0.42 -0.32 -0.22
H -0.53048 -9.06294 1.34822 -0.20 0.08 0.06
H -0.14736 -7.45415 -0.52324 -0.26 0.20 0.30
H 3.62776 -6.46314 1.16879 0.32 -0.32 -0.12
H 3.15714 -7.90181 3.12302 0.35 -0.22 -0.15
C -7.01485 -3.35828 3.72229 0.80 -1.46 -0.95
C -7.51018 -3.19282 4.98393 -0.39 0.63 0.60
C -8.03870 -4.24170 5.69469 0.51 -3.54 0.40
C -8.03504 -5.59037 5.13333 -0.36 3.18 0.07
C -7.60301 -5.70700 3.81517 -0.91 -1.46 1.32
C -7.03809 -4.64441 3.15652 -0.12 0.93 -0.53
N -8.57325 -6.74500 5.94590 1.98 0.26 -1.91
O -8.98348 -6.48215 7.03115 -0.89 0.12 1.29
O -8.41647 -7.87033 5.48654 -0.41 0.58 0.05
H -6.49778 -2.55386 3.22034 -0.25 0.08 -0.20
H -7.46851 -2.20245 5.41269 -0.03 0.02 0.30
H -8.21531 -4.22235 6.75997 -0.50 0.54 -0.01
H -7.79596 -6.67524 3.37736 0.50 -0.08 -0.41
H -6.68705 -4.81479 2.14947 0.10 0.20 -0.09
C 5.55595 2.10694 4.39549 1.80 0.92 1.57
C 6.26796 2.89935 5.33214 -0.78 1.24 -0.67
C 6.07567 4.30481 5.36174 -0.55 -1.25 -0.33
C 5.08607 4.86300 4.51452 1.27 -1.12 0.68
C 4.43982 4.08070 3.58849 0.88 0.83 -0.90
C 4.82592 2.77332 3.45064 -2.04 -1.36 -0.18
N 4.77653 6.25841 4.57040 -1.56 1.58 0.47
O 5.38873 6.94732 5.37228 -0.18 -0.21 -0.74
O 3.81513 6.66799 3.88785 1.48 -0.39 0.68
H 5.67427 1.03738 4.48742 -0.07 -0.06 -0.50
H 6.98102 2.48381 6.02875 -0.08 -0.26 0.01
H 6.65995 4.86726 6.07494 -0.23 0.35 -0.14
H 3.81868 4.52364 2.82404 -0.29 0.08 0.25
H 4.25791 2.22711 2.71211 0.27 -0.33 -0.29
C -2.59218 1.84946 6.86175 0.46 -0.65 -0.70
C -3.68590 1.73983 7.68705 -1.64 2.17 0.25
C -4.80039 2.54802 7.39372 -2.72 -0.72 -1.90
C -5.06858 3.07634 6.10055 3.39 -0.12 -1.11
C -3.93033 3.14967 5.26415 1.29 -0.91 0.57
C -2.69253 2.52019 5.64663 -1.95 0.87 0.16
N -6.34784 3.67773 5.55957 1.39 0.95 2.82
O -7.07149 4.11195 6.44662 -0.49 -0.48 -0.52
O -6.48277 3.86620 4.38379 -0.04 -0.46 -0.59
H -1.68219 1.33750 7.13783 0.17 -0.07 -0.18
H -3.77612 1.17884 8.60550 0.61 -0.02 0.09
H -5.73545 2.58801 7.93268 0.24 -0.40 1.06
H -3.82057 3.72548 4.35707 -0.83 -0.09 -0.27
H -1.87863 2.57227 4.93864 0.18 0.04 0.24
C -4.09279 -1.26381 4.66623 1.15 -1.50 -1.11
C -4.01131 -1.09852 6.02596 -0.95 0.62 -0.03
C -3.01477 -1.60332 6.82498 1.43 -0.79 -1.06
C -1.99752 -2.42109 6.17242 -2.63 1.24 0.83
C -2.10422 -2.62564 4.81442 0.55 -0.24 -0.33
C -3.11256 -2.06037 4.05446 -0.88 0.29 0.25
N -1.11057 -3.25098 6.97545 0.50 0.94 -0.25
O -0.07461 -3.63993 6.43321 -0.83 -0.13 0.88
O -1.46725 -3.43003 8.12878 0.76 -0.43 -0.44
H -4.94517 -0.87308 4.13035 0.05 0.08 -0.18
H -4.88631 -0.57233 6.37794 0.33 0.34 0.95
H -3.01661 -1.26529 7.85072 0.32 -0.70 0.23
H -1.42121 -3.26163 4.27090 0.23 -0.20 0.36
H -3.16866 -2.40067 3.03101 -0.08 0.45 -0.17
C -2.33279 2.92072 -4.00150 0.74 0.72 -0.37
C -2.76526 2.18215 -2.91151 0.06 0.31 -1.13
C -4.11273 1.89660 -2.84248 -0.27 -0.20 1.19
C -5.02030 2.39137 -3.75671 1.34 0.92 0.10
C -4.56694 3.28985 -4.75009 -0.91 -0.55 0.30
C -3.21576 3.50631 -4.90715 -0.72 -0.84 0.34
N -6.37251 1.87961 -3.67309 -1.23 -1.34 0.27
O -7.01211 1.84375 -4.69498 -0.16 0.78 -1.27
O -6.81669 1.34050 -2.66122 1.12 0.79 0.33
H -1.28584 3.14896 -4.13633 0.28 -0.19 0.07
H -2.05286 1.77499 -2.20929 -0.05 0.01 0.17
H -4.45383 1.34782 -1.97710 -0.32 -0.34 -0.17
H -5.20519 3.87286 -5.39749 -0.53 -0.52 -0.06
H -2.98705 4.03499 -5.82071 0.78 0.36 0.37
C -5.36052 -3.54583 -5.27982 -0.25 0.83 -0.89
C -6.65701 -3.06188 -4.98394 1.13 -0.43 0.46
C -7.11336 -3.10900 -3.68326 0.68 -0.48 2.48
C -6.23955 -3.60881 -2.62894 1.11 -0.49 -1.32
C -4.93790 -3.98132 -3.02709 -0.52 -0.75 2.38
C -4.49274 -3.99663 -4.31470 -0.76 0.64 -0.63
N -6.61067 -3.73649 -1.12775 -1.29 2.10 1.41
O -5.87694 -4.13814 -0.18465 -1.08 0.39 -3.46
O -7.71753 -3.20098 -0.89225 1.81 -1.36 -0.55
H -4.91365 -3.42075 -6.25504 -0.44 -0.10 -0.48
H -7.28914 -2.57362 -5.71087 0.09 -0.22 -0.26
H -8.08469 -2.70423 -3.44018 -0.05 -0.13 0.16
H -4.19577 -4.34606 -2.33239 -0.32 0.09 0.75
H -3.46526 -4.23965 -4.54192 -0.03 -0.19 -0.05
C 3.74165 1.07934 7.43487 0.10 -2.81 0.04
C 2.99288 2.00024 6.76775 0.60 1.06 -1.16
C 2.08582 1.61718 5.80423 -0.90 -2.22 -0.19
C 1.83606 0.23468 5.66219 -0.27 0.93 0.41
C 2.52862 -0.76355 6.36492 0.08 0.48 -0.78
C 3.51971 -0.34083 7.20141 0.73 2.25 0.90
N 0.77040 -0.12404 4.74153 -2.01 -0.55 -2.34
O -0.17758 0.68035 4.51702 2.10 -1.18 0.84
O 0.83794 -1.20711 4.14071 0.22 1.39 1.22
H 4.54976 1.40316 8.07401 0.00 -0.09 0.12
H 3.30084 3.03536 6.75858 -0.18 0.23 0.49
H 1.55448 2.26154 5.11949 0.03 0.33 0.31
H 2.45885 -1.82972 6.20738 -0.68 0.02 -0.30
H 4.15281 -1.09506 7.64494 0.10 0.18 0.31
C 5.77644 7.82046 -0.83488 -1.09 -0.80 0.00
C 5.54258 6.43550 -0.88094 -0.42 0.86 -0.04
C 6.53301 5.51539 -0.56990 0.51 0.10 -0.03
C 7.81452 5.99304 -0.29421 -1.09 2.99 -0.97
C 8.03380 7.41632 -0.32088 0.60 -1.34 0.57
C 6.99883 8.32215 -0.55004 1.05 -0.81 1.13
N 8.87624 5.08879 0.10729 0.93 2.63 0.07
O 8.56251 4.08076 0.62999 -1.10 -3.02 0.85
O 10.01912 5.48875 0.03704 0.43 0.26 -0.56
H 4.99907 8.56957 -0.86556 -0.61 -0.43 -0.37
H 4.51416 6.17353 -1.08123 0.11 -0.58 -0.05
H 6.36515 4.45017 -0.51044 -0.26 -0.06 -0.02
H 8.99642 7.79973 -0.01631 0.17 -0.18 -0.05
H 7.01492 9.34796 -0.21262 0.77 0.24 -0.55
C -2.23888 -6.40369 2.44084 0.02 1.55 -1.14
C -1.58130 -6.82971 3.56521 -0.35 -0.49 -0.52
C -0.35137 -6.29604 3.90394 1.30 1.18 -0.22
C 0.20540 -5.23172 3.13694 -1.62 -0.02 0.06
C -0.54802 -4.72443 2.00834 2.55 -0.84 1.87
C -1.71898 -5.35006 1.66743 -0.38 -0.22 0.10
N 1.50836 -4.50586 3.53625 0.19 0.53 -2.03
O 1.91512 -3.62933 2.74952 -1.07 -1.10 0.68
O 2.14556 -4.82283 4.50513 -0.67 -0.67 0.49
H -3.18219 -6.77176 2.06524 -0.11 -0.48 0.43
H -2.02979 -7.66351 4.08485 0.29 0.00 0.47
H 0.16454 -6.75385 4.73499 0.29 0.39 0.14
H -0.00991 -3.97234 1.45048 -0.52 0.27 -0.28
H -2.26257 -5.02972 0.79091 0.02 0.10 -0.09
C -4.16436 -0.10129 -6.58586 0.86 -0.13 1.73
C -3.30535 0.63064 -7.46355 -2.08 -1.16 1.11
C -1.95770 0.63871 -7.20875 1.04 0.28 0.52
C -1.48999 0.14248 -5.99632 -0.66 -0.48 -0.13
C -2.36652 -0.39522 -5.05595 0.08 -0.95 0.79
C -3.69650 -0.65230 -5.34344 0.59 1.56 -2.77
N -0.02987 0.04505 -5.74702 -1.58 -0.64 1.73
O 0.71096 0.68840 -6.43870 0.66 -0.03 -0.07
O 0.26796 -0.69188 -4.78924 0.54 1.12 -1.37
H -5.23524 -0.23183 -6.63643 -0.15 0.37 -1.08
H -3.77695 1.14228 -8.28952 0.33 -0.11 -0.29
H -1.21363 1.05762 -7.87002 -0.16 0.10 -0.27
H -2.04503 -0.70294 -4.07189 0.56 -0.06 -0.09
H -4.34167 -1.26627 -4.73253 0.04 0.38 0.27
C -1.14549 7.62555 2.00920 3.05 -2.16 0.26
C -1.02655 8.42212 3.12194 -1.73 1.58 -1.55
C -0.63041 7.95873 4.30871 1.26 -1.26 2.95
C -0.23587 6.61171 4.48621 -0.37 1.95 0.89
C -0.16673 5.79573 3.40645 0.02 -0.03 -0.43
C -0.48849 6.36415 2.15632 -1.32 -0.01 -0.56
N 0.06683 6.17205 5.90005 -1.23 -0.06 1.39
O 0.68838 6.93054 6.64649 -0.45 -0.86 -1.50
O -0.50669 5.14605 6.31096 1.19 1.13 -1.22
H -1.33526 8.04202 1.03097 -0.33 -0.21 -0.04
H -1.33088 9.45083 2.99730 -0.02 0.23 0.37
H -0.57828 8.61198 5.16716 -0.02 0.06 0.06
H 0.13841 4.77935 3.60709 0.20 -0.20 -0.67
H -0.28347 5.80080 1.25799 -0.25 -0.28 0.04
C 1.61844 4.19575 -6.24270 -0.41 0.24 0.69
C 0.29592 4.31353 -6.71659 1.39 -0.35 -0.49
C -0.35579 5.52055 -6.73194 0.47 1.39 0.93
C 0.29524 6.61882 -6.09683 0.01 -1.09 -0.77
C 1.60932 6.46896 -5.63722 0.01 1.35 0.71
C 2.31768 5.28778 -5.70181 -1.95 -2.00 -0.55
N -0.45443 7.89848 -5.93724 -0.54 1.45 0.25
O -1.63530 7.81771 -5.55962 2.01 -0.11 -0.81
O 0.12580 8.98076 -6.17208 -0.77 -2.27 0.50
H 2.04665 3.21114 -6.12616 0.10 -0.16 -0.40
H -0.14379 3.44412 -7.18263 -0.21 -0.08 0.09
H -1.32179 5.61450 -7.20566 -0.12 0.20 0.23
H 2.11373 7.25189 -5.09042 -0.31 0.58 -0.15
H 3.22985 5.02909 -5.18468 0.32 0.76 -0.12
C -3.55190 -12.11127 -1.01870 -0.40 -0.29 2.36
C -3.25359 -11.73993 -2.28839 0.86 -0.73 -1.20
C -2.66689 -10.55039 -2.53752 0.88 3.51 -0.23
C -2.55543 -9.54664 -1.54702 -1.55 -1.60 0.39
C -3.01483 -9.89636 -0.26713 0.99 0.87 -0.18
C -3.40410 -11.19612 0.04495 0.45 0.32 -1.22
N -2.15794 -8.16095 -1.91168 -0.28 -0.60 0.20
O -2.42268 -7.22886 -1.15707 0.26 -0.98 -0.62
O -1.59965 -8.07517 -2.98955 0.04 0.58 0.29
H -3.85548 -13.12639 -0.80946 -0.13 -0.06 0.04
H -3.23581 -12.38959 -3.15097 -0.53 -0.53 0.26
H -2.31336 -10.27886 -3.52123 -0.07 -0.17 -0.15
H -2.93074 -9.15361 0.51239 -0.10 0.09 0.15
H -3.45425 -11.41884 1.10054 -0.56 -0.42 -0.11
C 6.12652 4.43628 -4.16361 -1.38 0.31 0.15
C 5.68453 3.24077 -3.59293 0.69 -0.75 -0.77
C 5.58218 2.10167 -4.38511 0.12 -0.33 -0.41
C 5.77963 2.13725 -5.77635 -0.66 1.41 0.61
C 6.05098 3.39608 -6.34796 -0.60 0.23 0.03
C 6.17314 4.54997 -5.54642 1.04 -1.56 0.09
N 5.56462 0.91889 -6.61545 1.95 -0.08 -0.44
O 5.26349 -0.12187 -6.06772 -0.53 0.38 0.32
O 5.90740 0.98467 -7.79157 -0.71 0.43 0.67
H 6.23051 5.34885 -3.59545 0.17 -0.07 0.35
H 5.47168 2.99203 -2.56374 0.19 0.96 0.32
H 5.40246 1.19920 -3.81974 -0.30 -0.33 -0.56
H 6.06797 3.58824 -7.41060 0.17 -0.60 -0.16
H 6.50399 5.47757 -5.98970 -0.29 0.06 -0.16
C 1.78034 9.26054 -0.78481 -0.71 -1.41 -0.17
C 2.07211 8.67613 0.47079 0.19 3.90 -1.22
C 2.28283 7.38430 0.62167 -0.59 -3.69 0.03
C 2.02684 6.51577 -0.46281 -0.43 0.79 0.05
C 1.59347 7.01644 -1.69150 0.18 0.02 0.46
C 1.53141 8.38311 -1.86598 -0.02 1.10 1.01
N 2.14837 5.06864 -0.33982 0.72 0.32 0.31
O 2.24453 4.56082 0.76732 -0.28 0.14 -0.22
O 2.25487 4.47869 -1.39203 -0.16 -0.74 -0.16
H 1.55576 10.31326 -0.87281 0.30 0.10 -0.06
H 2.22324 9.27430 1.35722 -0.17 0.42 -0.09
H 2.42349 7.07716 1.64747 0.47 -0.78 -0.17
H 1.19439 6.45270 -2.52176 0.42 -0.68 0.26
H 1.17175 8.70825 -2.83103 0.05 0.48 0.03
C 4.72749 -3.55209 -4.46989 0.05 1.36 -0.32
C 4.98190 -4.13483 -3.24032 0.44 0.26 -1.01
C 6.00042 -5.06241 -3.19409 0.94 -1.03 1.31
C 6.78691 -5.39225 -4.27525 -1.04 0.92 -2.47
C 6.55216 -4.68852 -5.50216 -0.46 -0.03 -0.26
C 5.51307 -3.73623 -5.62433 0.00 -1.63 2.41
N 7.71649 -6.57468 -4.21683 -0.13 -1.88 -0.42
O 7.47851 -7.64176 -4.77451 -1.75 1.23 -0.94
O 8.70118 -6.53274 -3.54602 1.41 2.02 1.65
H 3.98271 -2.77123 -4.51429 -0.39 -0.06 -0.06
H 4.45097 -3.83897 -2.34758 -0.14 -0.23 -0.08
H 6.23214 -5.54245 -2.25480 -0.08 -0.19 0.18
H 7.08148 -4.84927 -6.42972 0.51 -0.54 0.23
H 5.18407 -3.22703 -6.51812 0.63 -0.07 -0.21
C 1.38607 1.33442 -0.48822 -0.48 -1.41 -0.46
C 0.59826 1.26487 0.71250 2.37 -0.33 -2.15
C -0.31965 0.25030 0.83662 -0.57 -0.75 1.16
C -0.57671 -0.65302 -0.18118 0.82 -1.09 -1.63
C 0.21688 -0.65505 -1.34708 -0.82 1.70 0.82
C 1.18552 0.39369 -1.52127 -2.12 -1.72 0.92
N -1.57457 -1.81461 0.03964 -0.18 1.50 2.31
O -2.33877 -1.61051 1.02496 1.34 -0.92 -2.47
O -1.52920 -2.82722 -0.63609 -0.10 1.13 0.39
H 2.27929 1.93009 -0.60535 -0.35 0.59 0.34
H 1.04673 1.82063 1.52270 -0.77 0.19 0.41
H -0.70208 -0.02740 1.80772 -0.43 0.46 0.19
H -0.03143 -1.34015 -2.14418 0.33 -0.20 -0.03
H 1.65583 0.25033 -2.48287 0.78 0.89 0.15
C 8.69585 -1.29338 -1.52602 -0.87 1.08 0.62
C 7.52782 -1.48548 -2.25809 0.50 0.76 1.15
C 6.46216 -0.62495 -2.01033 -0.60 0.25 -0.40
C 6.57913 0.46076 -1.14773 1.13 -0.22 1.05
C 7.80451 0.78091 -0.51643 -0.08 -0.97 -0.65
C 8.82439 -0.15188 -0.63591 0.26 -1.32 -1.74
N 5.37306 1.17561 -0.68486 -1.49 -1.60 -3.20
O 4.30700 0.75222 -1.22919 1.74 1.28 1.64
O 5.47067 2.10880 0.05705 -0.20 0.30 0.52
H 9.38842 -2.09949 -1.71821 0.85 0.44 0.62
H 7.49439 -2.35728 -2.89468 -0.47 0.16 -0.26
H 5.52730 -0.76049 -2.53385 -0.16 -0.17 0.19
H 8.00676 1.70977 -0.00387 -0.44 -0.06 0.37
H 9.76585 0.01135 -0.13250 0.04 0.05 0.04
C -9.91732 2.97297 0.23746 -1.08 0.40 2.16
C -9.91262 3.02807 1.67447 1.26 -0.64 -3.43
C -9.01909 2.15721 2.27196 0.89 0.77 2.00
C -8.25422 1.21407 1.61094 -3.13 1.16 -3.78
C -8.51637 1.09058 0.18801 2.81 -0.78 1.33
C -9.19252 2.04156 -0.51179 -1.91 0.96 0.86
N -7.27985 0.44326 2.27864 0.68 -0.03 0.75
O -6.86073 -0.57011 1.76278 0.06 -0.14 -0.07
O -6.88707 0.90569 3.34374 0.20 -0.49 0.06
H -10.64052 3.66981 -0.15979 0.30 0.11 -0.84
H -10.41465 3.87977 2.10920 -0.04 -0.43 0.60
H -8.75152 2.33200 3.30359 -0.25 -0.20 0.32
H -7.93347 0.38245 -0.38224 -0.04 -0.37 0.12
H -9.34178 2.05685 -1.58132 0.43 -0.36 -0.06
```
Positions in Å, forces in eV/Å.

Output
Maximum force: 7.02 eV Å⁻¹
E_LUMO: -1.3 eV
HOMO energy: -0.3451 Ha
Orbital gap: 8.0415 eV